No. 1
ORCA calculation (the ωB97M-V functional and the def2-TZVPD basis) on a structure of composition C11H18BN7O6P2V.

Each line ends with the Löwdin spin population.
Element x y z (Å)
V 0.018 -0.055 -0.144  1.894
C 0.940 4.028 -0.710  0.000
C 0.038 2.980 -0.678  0.002
N 0.657 1.850 -0.304  -0.004
N 1.967 2.158 -0.118  0.006
C 2.153 3.452 -0.361  0.002
B 2.947 1.028 0.319  0.001
N 2.406 0.424 1.624  0.002
C 2.953 0.294 2.837  0.013
C 2.044 -0.340 3.665  0.003
C 0.943 -0.580 2.851  0.011
N 1.161 -0.111 1.621  -0.004
N 2.887 -0.097 -0.762  0.005
C 3.845 -0.667 -1.488  0.006
C 3.287 -1.654 -2.287  0.001
C 1.934 -1.608 -1.998  0.006
N 1.692 -0.673 -1.068  -0.005
H 0.752 5.055 -0.968  0.000
H -1.014 2.963 -0.910  0.000
H 3.138 3.881 -0.272  0.000
H 4.060 1.449 0.446  0.000
H 3.949 0.661 3.022  0.001
H 2.169 -0.598 4.701  0.000
H 0.013 -1.071 3.085  0.000
H 4.864 -0.332 -1.389  0.000
H 3.793 -2.296 -2.985  0.000
H 1.122 -2.193 -2.395  0.000
N -4.121 -2.174 -0.768  0.000
C -3.337 -0.867 -0.809  0.001
C -4.332 0.273 -1.027  0.000
P -2.150 -0.957 -2.217  0.005
O -1.555 -2.447 -1.960  0.002
O -2.827 -0.916 -3.516  -0.001
O -1.076 0.058 -1.812  0.029
P -2.556 -0.780 0.874  0.001
O -2.216 0.777 1.071  0.003
O -3.519 -1.396 1.794  -0.001
O -1.113 -1.314 0.753  0.020
H -4.899 -2.147 -1.428  0.000
H -4.467 -2.310 0.198  0.000
H -3.508 -2.957 -1.014  0.000
H -4.806 0.173 -2.004  0.000
H -3.808 1.226 -1.017  0.000
H -5.096 0.291 -0.246  0.000
H -1.533 -2.926 -2.805  0.000
H -2.888 1.334 1.491  0.000

Forces on atoms 1 to 6 (eV/Å):
V 0.6 0.4 -0.4
C 0.1 0.0 -0.1
C -0.1 -0.2 0.1
N 0.2 0.4 -0.1
N -0.2 -0.4 0.1
C 0.1 0.1 0.1

Multiplicity: 3
Max |F| in eV/A: 0.89
Electronic energy in hartree: -2916.4864
Net charge: +1
E_HOMO (alpha / beta) in eV: -12.1 / -12.1
Gap between HOMO and LUMO (alpha / beta) in eV: 8.5 / 9.3


No. 2
ORCA calculation (the ωB97M-V functional and the def2-TZVPD basis) on a structure of composition C6H9BFI2OSr in a non-equilibrium geometry.

Each line ends with the Löwdin charge.
Element x y z (Å)
C 2.994 1.196 -0.255  -0.195
C 1.831 0.307 -0.588  -0.808
I 1.464 0.161 -2.665  1.052
C 1.053 -0.354 0.255  -0.592
I 1.432 -0.203 2.392  0.910
B -0.194 -1.376 -0.036  -0.869
F 0.358 -2.442 -0.872  -0.101
C -1.479 -0.686 -0.724  -0.098
C -2.361 -0.098 0.400  -0.371
C -2.434 1.441 0.400  -0.003
O -3.530 0.480 -0.030  -0.084
H 2.753 2.216 -0.558  0.089
H 3.255 1.216 0.800  0.016
H 3.887 0.915 -0.815  0.073
H -0.555 -1.939 1.003  0.066
H -1.277 0.193 -1.330  0.053
H -2.162 -1.401 -1.182  0.121
H -2.341 -0.587 1.368  0.122
H -2.104 1.809 -0.562  0.094
H -3.110 1.975 1.050  0.105
Sr 2.520 -2.820 1.950  1.418

Forces on atoms 1 to 6 (eV/Å):
C 0.1 0.3 -0.4
C 0.8 0.3 0.5
I 0.0 0.0 0.4
C -0.5 -0.7 -0.7
I -0.2 1.5 0.8
B -0.4 -0.9 -0.6

Max |F| in eV/A: 3.48
Electronic energy in hartree: -1059.7463
Net charge: +1
E_HOMO in eV: -11.3
Gap between HOMO and LUMO in eV: 5.3


No. 3
ORCA calculation (the ωB97M-V functional and the def2-TZVPD basis) on a structure of composition C55H120CaF2N6O4S2 in a non-equilibrium geometry.

Each line ends with the Löwdin charge.
Element x y z (Å)
Ca 0.415 -3.660 -1.362  1.803
C 0.928 -2.261 7.648  -0.079
C 0.156 -2.081 6.346  -0.246
C -0.818 -3.248 6.077  -0.176
C -1.648 -3.045 4.797  -0.110
N -2.758 -4.086 4.543  -0.208
C -2.216 -5.488 4.717  -0.097
C -2.736 -5.998 6.058  -0.124
C -4.116 -5.345 6.149  -0.115
C -3.905 -3.956 5.552  -0.066
C -3.228 -3.865 3.115  -0.147
C -4.378 -4.756 2.661  -0.220
C -4.822 -4.421 1.235  -0.083
H 1.641 -1.450 7.788  0.081
H 1.483 -3.199 7.666  0.072
H 0.237 -2.247 8.489  0.091
H 0.773 -1.957 5.450  0.096
H -0.511 -1.214 6.374  0.114
H -1.502 -3.388 6.912  0.123
H -0.266 -4.159 5.835  0.108
H -1.048 -3.115 3.888  0.117
H -2.232 -2.124 4.753  0.139
H -2.673 -6.138 3.978  0.118
H -1.132 -5.527 4.650  0.125
H -3.011 -7.045 5.910  0.131
H -2.100 -5.963 6.937  0.129
H -4.895 -5.872 5.601  0.127
H -4.393 -5.227 7.195  0.139
H -4.739 -3.415 5.115  0.138
H -3.462 -3.303 6.305  0.125
H -2.421 -3.853 2.364  0.105
H -3.591 -2.834 3.138  0.136
H -5.246 -4.543 3.290  0.120
H -4.200 -5.822 2.787  0.115
H -5.644 -5.078 0.958  0.095
H -3.974 -4.460 0.546  0.061
H -5.252 -3.420 1.153  0.074
C 2.943 -0.284 2.423  -0.096
C 4.245 -0.737 3.140  -0.238
C 4.533 -2.218 2.965  -0.176
C 6.026 -2.470 3.328  -0.101
N 6.418 -3.932 3.347  -0.215
C 7.911 -4.083 3.793  -0.056
C 8.711 -3.656 2.570  -0.129
C 7.854 -4.080 1.389  -0.141
C 6.483 -4.528 1.934  -0.066
C 5.608 -4.758 4.341  -0.126
C 5.727 -4.298 5.797  -0.223
C 4.683 -4.907 6.719  -0.078
H 2.792 0.794 2.458  0.067
H 2.069 -0.765 2.866  0.059
H 3.010 -0.533 1.360  0.057
H 4.205 -0.533 4.212  0.121
H 5.016 -0.046 2.793  0.121
H 4.406 -2.566 1.937  0.097
H 3.914 -2.804 3.644  0.108
H 6.243 -2.055 4.311  0.131
H 6.697 -1.967 2.634  0.136
H 8.029 -5.148 3.994  0.146
H 7.954 -3.572 4.750  0.132
H 9.680 -4.150 2.561  0.138
H 8.848 -2.578 2.617  0.120
H 8.298 -4.857 0.767  0.130
H 7.801 -3.222 0.717  0.116
H 6.482 -5.592 2.154  0.136
H 5.737 -4.121 1.259  0.112
H 5.950 -5.790 4.228  0.138
H 4.576 -4.846 3.999  0.120
H 5.631 -3.211 5.874  0.108
H 6.723 -4.505 6.187  0.121
H 3.654 -4.879 6.352  0.065
H 4.680 -4.350 7.654  0.090
H 4.898 -5.965 6.876  0.092
C 2.847 6.891 -2.477  -0.084
C 2.868 5.361 -2.272  -0.236
C 2.565 4.892 -0.825  -0.187
C 1.214 5.461 -0.393  -0.098
N 0.939 5.210 1.104  -0.197
C -0.570 5.421 1.323  -0.076
C -1.092 4.110 1.922  -0.139
C 0.109 3.370 2.475  -0.141
C 1.235 3.777 1.519  -0.085
C 1.693 6.247 1.944  -0.107
C 1.486 6.123 3.440  -0.230
C 2.044 7.277 4.271  -0.062
H 1.861 7.352 -2.481  0.076
H 3.232 7.168 -3.461  0.085
H 3.592 7.309 -1.801  0.091
H 3.862 5.020 -2.556  0.111
H 2.090 4.843 -2.844  0.095
H 3.326 5.291 -0.149  0.115
H 2.585 3.807 -0.736  0.097
H 0.435 4.880 -0.882  0.110
H 1.201 6.544 -0.457  0.131
H -0.800 6.316 1.900  0.138
H -1.043 5.727 0.389  0.123
H -1.862 4.287 2.677  0.131
H -1.709 3.542 1.221  0.099
H 0.294 3.562 3.529  0.116
H -0.134 2.310 2.390  0.096
H 2.285 3.610 1.737  0.141
H 1.035 3.230 0.594  0.109
H 1.427 7.216 1.516  0.147
H 2.736 6.136 1.643  0.131
H 2.009 5.225 3.778  0.113
H 0.419 5.981 3.619  0.109
H 3.078 7.503 4.022  0.090
H 1.957 6.930 5.301  0.088
H 1.449 8.190 4.263  0.091
C -2.304 3.630 -1.729  -0.099
C -2.872 3.364 -3.156  -0.193
C -4.202 2.586 -3.133  -0.170
C -4.454 1.512 -2.090  -0.105
N -5.930 1.076 -2.141  -0.181
C -6.239 0.074 -0.988  -0.070
C -6.393 -1.278 -1.624  -0.171
C -6.893 -1.078 -3.037  -0.120
C -6.214 0.224 -3.402  -0.086
C -6.951 2.212 -2.138  -0.133
C -6.935 3.147 -0.953  -0.221
C -8.288 3.294 -0.246  -0.068
H -2.036 2.727 -1.174  0.037
H -3.093 4.072 -1.120  0.087
H -1.365 4.178 -1.769  0.055
H -2.156 2.796 -3.754  0.086
H -3.049 4.337 -3.608  0.120
H -4.350 2.142 -4.119  0.114
H -4.972 3.352 -3.026  0.111
H -4.298 1.822 -1.061  0.115
H -3.912 0.608 -2.367  0.122
H -7.155 0.415 -0.509  0.134
H -5.466 0.107 -0.222  0.123
H -7.161 -1.835 -1.078  0.132
H -5.515 -1.922 -1.528  0.110
H -7.979 -1.025 -3.070  0.136
H -6.520 -1.882 -3.666  0.130
H -6.730 0.855 -4.122  0.141
H -5.224 -0.011 -3.788  0.113
H -7.915 1.706 -2.239  0.146
H -6.836 2.662 -3.123  0.126
H -6.561 4.144 -1.188  0.120
H -6.168 2.754 -0.272  0.105
H -8.240 4.018 0.563  0.089
H -8.629 2.377 0.245  0.078
H -9.051 3.534 -0.985  0.094
C 2.806 -0.272 -10.643  -0.091
C 1.290 -0.162 -10.387  -0.230
C 0.889 -0.405 -8.936  -0.177
C 1.333 0.795 -8.088  -0.077
N 1.124 0.545 -6.567  -0.185
C 2.171 -0.471 -6.056  -0.102
C 3.271 0.332 -5.393  -0.134
C 2.534 1.484 -4.741  -0.149
C 1.542 1.848 -5.808  -0.061
C -0.220 0.027 -6.135  -0.148
C -1.410 0.812 -6.662  -0.210
C -2.688 0.090 -6.245  -0.087
H 3.001 -0.496 -11.690  0.089
H 3.323 -1.063 -10.094  0.075
H 3.247 0.694 -10.391  0.071
H 0.775 -0.819 -11.088  0.120
H 1.084 0.836 -10.780  0.121
H 1.221 -1.365 -8.535  0.115
H -0.197 -0.438 -8.823  0.102
H 0.600 1.587 -8.249  0.137
H 2.330 1.212 -8.198  0.138
H 1.658 -1.175 -5.393  0.110
H 2.523 -1.086 -6.883  0.131
H 3.802 -0.336 -4.718  0.128
H 3.889 0.748 -6.190  0.137
H 2.148 1.105 -3.789  0.088
H 3.151 2.326 -4.428  0.131
H 0.619 2.300 -5.444  0.124
H 1.909 2.504 -6.592  0.139
H -0.174 -0.096 -5.054  0.114
H -0.212 -0.970 -6.582  0.130
H -1.461 0.799 -7.751  0.114
H -1.375 1.854 -6.343  0.113
H -2.752 0.015 -5.153  0.057
H -2.586 -0.986 -6.448  0.084
H -3.604 0.354 -6.765  0.094
N -0.077 -1.477 -0.746  -0.495
S 0.292 0.035 -1.426  0.541
O 1.412 0.747 -0.914  -0.205
O -0.734 0.830 -2.034  -0.216
F 0.927 -0.648 -2.772  -0.236
S -1.043 -0.837 0.328  0.445
O -2.367 -0.468 -0.062  -0.221
O -0.388 -0.112 1.389  -0.217
F -1.343 -2.238 1.078  -0.223

Forces on atoms 1 to 6 (eV/Å):
Ca -0.2 0.6 0.1
C 0.0 0.2 -0.3
C -1.2 -0.4 -0.4
C -0.2 -0.2 -1.2
C -0.9 0.0 -0.1
N 0.9 -0.5 -0.9

Max |F| in eV/A: 7.87
Electronic energy in hartree: -4468.4969
Net charge: +6
E_HOMO in eV: -20.8
Gap between HOMO and LUMO in eV: 4.8


No. 4
ORCA calculation (the ωB97M-V functional and the def2-TZVPD basis) on a structure of composition C14H13Cl2N4S2Zn in a non-equilibrium geometry.

Each line ends with the Löwdin charge.
Element x y z (Å)
Zn -0.422 0.792 -0.046  -0.112
C 2.898 2.033 1.482  -0.034
C 1.892 1.246 0.682  -0.295
N 0.851 0.644 1.162  -0.288
N 0.552 0.957 2.481  -0.059
C -0.466 1.760 2.578  -0.954
N -0.994 2.154 3.763  0.039
S -1.308 2.363 1.211  0.642
C 2.030 1.159 -0.778  -0.245
C 3.237 1.273 -1.455  -0.042
C 3.210 1.187 -2.845  -0.109
C 1.993 1.000 -3.495  -0.101
C 0.844 0.894 -2.726  -0.195
N 0.841 0.958 -1.383  -0.159
H 2.419 2.583 2.296  0.069
H 3.418 2.765 0.860  0.070
H 3.631 1.340 1.906  0.080
H -0.931 1.400 4.428  0.082
H -1.942 2.451 3.566  0.046
H 4.170 1.412 -0.926  0.101
H 4.129 1.269 -3.417  0.089
H 1.935 0.939 -4.575  0.086
H -0.134 0.754 -3.175  0.058
Cl -1.230 -0.608 1.383  0.891
C -2.004 -1.948 0.642  -0.596
C -2.588 -2.958 1.405  -0.113
C -3.205 -4.027 0.761  -0.118
C -3.230 -4.071 -0.636  -0.140
C -2.641 -3.050 -1.401  -0.687
Cl -2.741 -3.224 -3.124  0.632
C -2.021 -1.977 -0.749  -0.680
S -1.249 -0.639 -1.507  0.734
H -2.558 -2.907 2.488  0.097
H -3.664 -4.822 1.340  0.090
H -3.713 -4.906 -1.135  0.088
H -1.006 1.804 -1.058  0.033

Forces on atoms 1 to 6 (eV/Å):
Zn -3.4 0.6 -2.8
C 0.0 -0.2 0.0
C 2.8 0.6 -2.1
N 3.9 0.8 3.6
N -0.6 0.5 1.6
C 1.3 -0.6 -1.5

ΔE to the lowest compared entry with this formula, charge and spin in kcal/mol: 11.4
Max |F| in eV/A: 6.69
Electronic energy in hartree: -4256.2503
Net charge: -1
E_HOMO (alpha / beta) in eV: -1.9 / -3.7
Gap between HOMO and LUMO (alpha / beta) in eV: 4.7 / 6.7